[1]
Here is a molecular structure, C36H21F3O20V4 from OMol25. Energies are from ωB97M-V with the def2-TZVPD basis set.

Element x y z (Å)
V (0.07, -1.66, 3.64)
V (0.04, 3.95, -3.13)
V (4.22, 0.85, 0.14)
V (-4.41, 0.74, 1.43)
F (-0.87, -4.61, -0.23)
F (4.06, 0.01, -2.06)
F (-3.23, -3.06, 2.21)
O (-0.75, 4.10, -4.44)
O (0.31, 0.25, 4.37)
O (1.50, -2.20, 3.37)
O (-1.21, 4.95, -1.38)
O (-5.90, 0.25, 1.55)
O (1.59, 4.32, -3.30)
O (-3.73, 0.79, 2.84)
O (2.72, 4.64, 2.33)
O (-3.79, 3.93, 3.23)
O (5.46, 1.56, -0.52)
O (2.04, 1.29, -0.50)
O (4.65, -0.60, 0.62)
O (-0.95, 6.68, 0.89)
O (-0.89, -2.68, 4.35)
O (-0.98, -1.08, 1.97)
O (-3.04, -0.37, 0.25)
O (-0.67, 2.84, 4.87)
O (-0.06, 1.90, -2.41)
O (-4.59, 2.67, 0.76)
O (3.79, 2.02, 1.94)
C (2.20, 3.64, 2.88)
C (-5.89, -5.71, 0.59)
C (4.43, 2.29, -4.87)
C (0.96, -3.29, -0.77)
C (0.95, 1.26, 3.96)
C (-0.70, -0.42, 0.94)
C (2.32, -5.34, -1.89)
C (0.31, 2.68, 4.17)
C (4.40, 0.50, -3.28)
C (-5.30, -4.70, -0.19)
C (0.86, 0.80, -0.47)
C (2.77, 2.23, 2.72)
C (-3.41, 4.35, 2.15)
C (5.01, 1.42, -5.78)
C (-4.50, -5.05, 2.44)
C (5.25, 0.07, -5.45)
C (-4.36, -3.83, 0.35)
C (-1.93, 4.82, -0.32)
C (-4.03, -3.98, 1.67)
C (-3.69, 3.58, 0.84)
C (4.16, 1.83, -3.57)
C (4.92, -0.39, -4.23)
C (1.01, 3.81, 3.56)
C (2.98, -4.12, -1.75)
C (-2.87, 3.81, -0.30)
C (-2.51, 5.48, 2.03)
C (-1.87, -0.05, -0.04)
C (-5.43, -5.91, 1.87)
C (1.04, -5.60, -1.35)
C (2.29, -3.10, -1.09)
C (-0.23, 1.09, -1.41)
C (-1.52, 0.74, -1.16)
C (0.36, -4.53, -0.78)
C (0.60, 0.04, 0.65)
C (2.19, 1.13, 3.28)
C (-1.79, 5.73, 0.90)
H (-2.34, 1.08, -1.76)
H (-2.95, 3.18, -1.18)
H (0.60, 4.79, 3.70)
H (2.65, 0.15, 3.20)
H (2.71, -2.12, -0.91)
H (2.87, -6.08, -2.44)
H (-6.57, -6.46, 0.21)
H (0.61, -6.57, -1.53)
H (1.33, -0.25, 1.39)
H (3.81, 2.46, -2.76)
H (-4.05, -5.24, 3.41)
H (-2.33, 6.15, 2.85)
H (4.32, 3.34, -5.09)
H (-5.78, -6.81, 2.36)
H (-3.91, -3.03, -0.21)
H (-5.59, -4.65, -1.23)
H (3.99, -3.93, -2.05)
H (5.54, -0.54, -6.30)
H (5.01, -1.41, -3.88)
H (0.44, -2.61, -0.11)
H (5.26, 1.79, -6.77)

- electronic energy (a.u.) = -6964.9949
- gap between HOMO and LUMO (eV) = 3.5
- LUMO energy (eV) = 1.43
- energy relative to the best compared isomer or geometry (same formula, charge and spin) (kcal per mole) = 13.17
- charge = -2
- highest occupied orbital energy (eV) = -2.05

***

[2]
Here is 2 unconnected molecules or ions with the total composition H3N4O2 from OMol25. Energies are from ωB97M-V with the def2-TZVPD basis set.

Element x y z (Å)
O (1.33, 1.23, -0.12)
O (2.81, -0.36, -0.42)
N (1.67, 0.02, -0.04)
N (-1.02, 0.08, 0.91)
N (-1.78, -0.12, -0.19)
N (0.94, -0.90, 0.38)
H (-2.07, -1.09, -0.25)
H (-1.39, 0.20, -1.08)
H (-0.48, 0.94, 0.80)

- electronic energy (a.u.) = -371.1225
- gap between HOMO and LUMO (alpha / beta) (eV) = 8.4 / 8.2
- LUMO energy (alpha / beta) (eV) = 4.59 / 4.63
- energy relative to the best compared isomer or geometry (same formula, charge and spin) (kcal per mole) = 38.22
- charge = -1
- highest occupied orbital energy (alpha / beta) (eV) = -3.78 / -3.52

***

[3]
Here is a molecular structure, C10H11AlBrIN2O2SbSe4 from OMol25. Energies are from ωB97M-V with the def2-TZVPD basis set.

Element x y z (Å)
I (1.81, 0.58, -1.40)
Sb (-1.24, -2.43, 2.68)
Br (4.96, 1.93, -1.29)
Se (-1.86, -4.74, 3.43)
Se (0.37, -2.92, 0.62)
Se (-3.42, -1.44, 2.11)
Se (0.07, -1.19, 4.36)
Al (-0.06, -0.83, -0.06)
O (-0.95, 0.49, 0.87)
O (-1.00, -2.08, -3.15)
N (-1.26, -1.12, -2.25)
N (-1.70, -0.03, -0.16)
C (-2.83, 1.93, -1.19)
C (-2.34, -0.41, -2.25)
C (3.13, 0.51, 2.78)
C (2.40, 0.39, 1.61)
C (-2.30, 0.55, -1.13)
C (4.23, 1.35, 0.36)
C (4.41, 1.05, 2.74)
C (2.96, 0.80, 0.41)
C (4.95, 1.48, 1.54)
C (-3.45, -0.43, -3.23)
H (4.98, 1.14, 3.64)
H (2.69, 0.18, 3.71)
H (-2.76, 2.39, -0.21)
H (-4.41, -0.33, -2.72)
H (1.38, 0.00, 1.63)
H (5.94, 1.92, 1.51)
H (-3.49, -1.34, -3.83)
H (-2.26, 2.51, -1.91)
H (-3.86, 1.92, -1.53)
H (-3.36, 0.42, -3.91)
H (-1.74, -2.25, -3.77)

- electronic energy (a.u.) = -13607.4686
- gap between HOMO and LUMO (alpha / beta) (eV) = 5.7 / 5.3
- LUMO energy (alpha / beta) (eV) = -5.22 / -5.76
- energy relative to the best compared isomer or geometry (same formula, charge and spin) (kcal per mole) = 16.62
- charge = +1
- highest occupied orbital energy (alpha / beta) (eV) = -10.93 / -11.04

***

[4]
Here is 2 unconnected molecules or ions with the total composition C4H8N2O from OMol25. Energies are from ωB97M-V with the def2-TZVPD basis set.

Element x y z (Å)
O (-2.48, 0.41, -0.15)
N (-1.99, -1.82, -0.82)
N (1.86, -0.17, -0.66)
C (-2.30, -0.71, -0.45)
C (0.73, 0.65, -1.11)
C (0.60, 0.61, 1.47)
C (0.65, -0.12, 0.15)
H (2.58, 0.42, -0.25)
H (-2.52, -2.67, -0.67)
H (0.23, 0.31, -2.02)
H (0.11, -1.07, 0.13)
H (1.26, 1.49, 1.45)
H (-0.42, 0.96, 1.68)
H (0.91, -0.04, 2.29)
H (0.80, 1.74, -1.02)

- electronic energy (a.u.) = -341.9259
- gap between HOMO and LUMO (eV) = 10.0
- LUMO energy (eV) = 0.72
- energy relative to the best compared isomer or geometry (same formula, charge and spin) (kcal per mole) = 48.78
- SMILES = C[C@H]1CN1.N=C=O
- highest occupied orbital energy (eV) = -9.28

***

[5]
Here is 2 unconnected molecules or ions with the total composition C4H7NO from OMol25. Energies are from ωB97M-V with the def2-TZVPD basis set.

Element x y z (Å)
O (1.91, 0.07, 0.89)
N (-0.93, 1.84, 0.26)
C (-1.97, -0.46, 0.53)
C (1.45, 0.01, -0.40)
C (0.67, -0.98, -0.81)
C (-1.46, 0.74, 0.40)
H (-1.73, -1.04, 1.41)
H (1.79, 0.80, -1.08)
H (0.38, -1.76, -0.12)
H (0.28, -1.01, -1.82)
H (-0.02, 1.69, -0.19)
H (-2.53, -0.91, -0.27)
H (2.15, 0.97, 1.12)

- electronic energy (a.u.) = -286.5156
- gap between HOMO and LUMO (eV) = 9.7
- LUMO energy (eV) = 0.76
- energy relative to the best compared isomer or geometry (same formula, charge and spin) (kcal per mole) = 72.84
- SMILES = C=C=N.C=CO
- highest occupied orbital energy (eV) = -8.93

***

[6]
Here is 2 unconnected molecules or ions with the total composition H6N4O2 from OMol25. Energies are from ωB97M-V with the def2-TZVPD basis set.

Element x y z (Å)
O (0.05, -0.45, -1.43)
O (-0.42, 0.79, 0.44)
N (-2.04, -0.36, 1.82)
N (2.14, 0.19, -1.02)
N (1.12, 0.01, -1.95)
N (-1.53, 0.66, 0.93)
H (1.72, 0.65, -0.21)
H (2.58, -0.76, -0.91)
H (-2.26, 1.11, 0.41)
H (0.93, 0.76, -2.66)
H (-1.34, -0.88, 2.28)
H (-2.87, -0.89, 1.46)

- electronic energy (a.u.) = -372.8492
- gap between HOMO and LUMO (alpha / beta) (eV) = 9.5 / 8.5
- LUMO energy (alpha / beta) (eV) = 1.10 / 0.88
- energy relative to the best compared isomer or geometry (same formula, charge and spin) (kcal per mole) = 64.46
- highest occupied orbital energy (alpha / beta) (eV) = -8.39 / -7.58

***

[7]
Here is a molecular structure, C4H2BiO from OMol25. Energies are from ωB97M-V with the def2-TZVPD basis set.

Element x y z (Å)
Bi (-0.81, -0.26, 3.24)
O (1.39, 0.61, 1.38)
C (-0.48, -0.27, 0.20)
C (0.23, 0.11, 1.35)
C (0.37, 0.17, -2.21)
C (0.11, -0.29, -1.10)
H (-1.50, -0.65, 0.30)
H (0.69, 0.59, -3.14)

- electronic energy (a.u.) = -442.9802
- gap between HOMO and LUMO (alpha / beta) (eV) = 6.1 / 6.0
- LUMO energy (alpha / beta) (eV) = -7.56 / -7.83
- energy relative to the best compared isomer or geometry (same formula, charge and spin) (kcal per mole) = 0.00
- charge = +1
- highest occupied orbital energy (alpha / beta) (eV) = -13.63 / -13.82

***

[8]
Here is 3 unconnected molecules or ions with the total composition C3H12N2O2 from OMol25. Energies are from ωB97M-V with the def2-TZVPD basis set.

Element x y z (Å)
O (1.17, -1.27, -4.87)
O (-1.79, 0.78, -5.54)
N (1.37, -0.01, 3.44)
N (-0.30, -1.75, 2.10)
C (-0.20, 1.96, 2.76)
C (0.24, 0.52, 2.72)
C (-0.39, -0.32, 1.86)
H (-1.18, -0.03, 1.19)
H (0.28, -0.89, -4.80)
H (0.70, 2.56, 2.90)
H (-0.80, 2.34, 1.94)
H (-0.77, 2.22, 3.67)
H (1.65, -0.81, 2.90)
H (1.65, -0.44, -4.85)
H (1.97, 0.78, 3.64)
H (-2.15, 1.68, -5.55)
H (-1.86, 0.51, -4.63)
H (0.22, -1.93, 2.94)
H (-0.17, -2.30, 1.27)

- electronic energy (a.u.) = -381.4431
- gap between HOMO and LUMO (eV) = 7.7
- LUMO energy (eV) = 0.41
- energy relative to the best compared isomer or geometry (same formula, charge and spin) (kcal per mole) = 45.06
- SMILES = C/C(N)=C/N.O.O
- highest occupied orbital energy (eV) = -7.30